# C32H87CdN5O14

C32H87CdN5O14 as an isolated structure in a non-equilibrium geometry (ωB97M-V/def2-TZVPD, the Open Molecules 2025 dataset).

Atoms and positions in Å:
O1 -4.50 0.56 0.06
H1 -5.02 0.33 -0.71
H2 -3.71 1.04 -0.21
H3 -4.28 -0.16 0.65
Cd1 -2.31 3.42 -2.01
C1 0.19 0.79 -0.38
C2 -1.31 0.62 -0.64
O2 -2.19 1.65 -0.86
H4 0.82 1.13 -1.20
H5 0.54 -0.24 -0.31
H6 0.34 1.33 0.55
H7 -1.68 -0.05 0.14
H8 -1.30 -0.02 -1.52
O3 -2.47 4.50 -0.28
H9 -3.16 4.52 0.37
H10 -1.74 4.98 0.12
O4 -0.35 3.66 -1.82
H11 0.03 3.42 -0.97
H12 0.25 4.32 -2.17
C3 5.57 -2.27 -4.40
O5 4.53 -1.52 -3.71
C4 4.46 -0.11 -3.99
C5 3.08 0.60 -3.78
N1 2.18 0.55 -4.91
C6 0.80 0.67 -4.48
C7 -0.12 -0.21 -5.35
O6 -1.50 -0.07 -4.90
C8 -2.43 -0.79 -5.68
H13 6.56 -1.91 -4.14
H14 5.60 -2.08 -5.47
H15 5.57 -3.35 -4.25
H16 4.89 0.11 -4.97
H17 5.21 0.33 -3.33
H18 3.29 1.67 -3.71
H19 2.69 0.35 -2.79
H20 2.32 -0.06 -5.69
H21 0.39 1.61 -4.86
H22 0.64 0.61 -3.40
H23 0.26 -1.23 -5.30
H24 -0.13 0.06 -6.40
H25 -2.39 -0.52 -6.74
H26 -3.45 -0.69 -5.33
H27 -2.17 -1.85 -5.65
C9 1.93 0.64 2.95
O7 2.56 -0.22 1.99
C10 3.78 0.28 1.35
C11 3.42 1.29 0.17
N2 4.66 1.63 -0.44
C12 4.73 3.03 -0.96
C13 6.19 3.32 -1.40
O8 6.49 2.95 -2.79
C14 6.03 3.96 -3.66
H28 0.98 0.19 3.25
H29 1.77 1.60 2.46
H30 2.52 0.91 3.82
H31 4.15 -0.56 0.77
H32 4.57 0.63 2.02
H33 2.97 2.22 0.51
H34 2.70 0.75 -0.45
H35 5.08 1.10 -1.18
H36 4.53 3.67 -0.10
H37 3.95 3.27 -1.70
H38 6.87 2.85 -0.69
H39 6.37 4.36 -1.14
H40 6.52 3.98 -4.64
H41 6.47 4.89 -3.29
H42 4.96 4.09 -3.56
C15 -4.28 -2.10 -2.57
O9 -4.01 -1.75 -1.21
C16 -4.70 -2.41 -0.21
C17 -3.90 -2.59 1.04
N3 -3.67 -1.28 1.70
C18 -4.55 -1.11 2.88
C19 -6.02 -1.62 2.78
O10 -6.87 -0.97 1.90
C20 -7.23 0.30 2.19
H43 -4.13 -3.18 -2.70
H44 -3.62 -1.64 -3.31
H45 -5.32 -1.83 -2.72
H46 -4.99 -3.41 -0.50
H47 -5.65 -1.89 -0.03
H48 -2.98 -3.05 0.69
H49 -4.42 -3.28 1.70
H50 -2.72 -1.38 2.04
H51 -4.47 -0.03 3.01
H52 -4.03 -1.49 3.76
H53 -6.46 -1.65 3.78
H54 -6.02 -2.68 2.53
H55 -8.05 0.47 2.88
H56 -7.51 0.65 1.19
H57 -6.37 0.94 2.41
C21 -2.92 3.33 11.50
O11 -2.49 3.80 10.17
C22 -3.47 3.62 9.12
C23 -2.99 4.21 7.77
N4 -2.05 3.35 6.95
C24 -1.45 4.07 5.83
C25 -1.00 3.14 4.73
O12 -2.22 2.57 4.17
C26 -2.01 2.26 2.82
H58 -3.90 3.72 11.79
H59 -2.18 3.49 12.29
H60 -3.01 2.25 11.51
H61 -4.46 4.01 9.38
H62 -3.52 2.54 8.99
H63 -2.45 5.11 8.05
H64 -3.73 4.65 7.10
H65 -2.51 2.52 6.61
H66 -0.62 4.58 6.33
H67 -2.15 4.83 5.48
H68 -0.42 2.26 5.01
H69 -0.50 3.78 4.00
H70 -1.93 3.09 2.11
H71 -2.73 1.50 2.52
H72 -0.99 1.89 2.83
C27 4.31 -7.86 -4.17
O13 3.30 -6.89 -4.09
C28 2.75 -6.59 -2.76
C29 1.45 -5.76 -3.01
N5 1.53 -4.51 -3.81
C30 2.47 -3.51 -3.27
C31 2.15 -2.75 -1.91
O14 1.90 -3.68 -0.90
C32 1.67 -3.21 0.40
H73 4.78 -7.84 -5.16
H74 3.82 -8.82 -3.99
H75 5.10 -7.61 -3.46
H76 2.60 -7.60 -2.38
H77 3.43 -6.04 -2.12
H78 0.61 -6.43 -3.21
H79 0.97 -5.63 -2.04
H80 1.74 -4.76 -4.77
H81 3.38 -4.09 -3.33
H82 2.60 -2.73 -4.02
H83 2.94 -2.12 -1.52
H84 1.22 -2.19 -2.06
H85 0.69 -2.73 0.43
H86 2.47 -2.66 0.91
H87 1.57 -4.08 1.05

As for the spin multiplicity: 2. Its LUMO energy (alpha / beta) is -2.46 / -3.02 eV. The calculation puts the gap between HOMO and LUMO (alpha / beta) at 6.276 / 6.805 eV. Its net charge is +1. The expectation value of S² is 0.75.

Atomic partial charges in e from the Mulliken method, atoms 1 to 4: atom 1 (O): -0.132, atom 2 (H): 0.461, atom 3 (H): 0.157, atom 4 (H): 0.166


# C3H4FNO

A 2-piece molecular cluster, C3H4FNO overall in a non-equilibrium geometry (ωB97M-V/def2-TZVPD, the Open Molecules 2025 dataset).

Atoms and positions in Å:
C1 1.57 -0.31 1.79
C2 -0.67 -0.64 -1.80
C3 -0.08 1.11 0.75
N1 0.67 0.31 1.34
O1 0.38 -1.17 -1.78
F1 1.31 -1.62 2.12
H1 -1.27 -0.64 -0.92
H2 -1.01 0.03 -2.65
H3 -0.29 1.26 -0.31
H4 -0.60 1.67 1.46

As for the energy above the lowest of the compared OMol25 structures with the same formula, charge and spin: 99.3 kcal per mole. Its LUMO energy (alpha / beta) is -0.07 / -0.07 eV. The calculation puts the gap between HOMO and LUMO (alpha / beta) at 8.927 / 8.928 eV.

Atomic partial charges in e from the Mulliken method, atoms 1 to 4: atom 1 (C): -0.056, atom 2 (C): -0.289, atom 3 (C): -0.466, atom 4 (N): 0.068


# C3H8N4

One molecule with the formula C3H8N4 in a non-equilibrium geometry (ωB97M-V/def2-TZVPD, the Open Molecules 2025 dataset).

Atoms and positions in Å:
C1 0.57 -0.19 0.49
C2 -0.63 0.31 -0.44
N1 0.49 -0.68 1.81
N2 1.82 0.37 0.15
N3 -0.40 1.14 -1.59
C3 -1.72 -0.65 -0.46
N4 -0.05 -1.01 -0.47
H1 -0.30 -1.26 2.06
H2 1.05 -0.25 2.54
H3 2.30 -0.02 -0.65
H4 2.41 0.74 0.89
H5 -1.25 1.44 -2.06
H6 0.07 2.03 -1.39
H7 -2.11 -1.05 0.47
H8 -2.26 -0.92 -1.36

Its SMILES is NC1(N)N2C[C@]21N. As for the energy above the lowest of the compared OMol25 structures with the same formula, charge and spin: 95.3 kcal per mole. Its LUMO energy is 1.06 eV. The calculation puts the gap between HOMO and LUMO at 8.865 eV.

Atomic partial charges in e from the Mulliken method, atoms 1 to 4: atom 1 (C): 1.052, atom 2 (C): 0.196, atom 3 (N): -0.452, atom 4 (N): -0.502


# C2H3IN4

A 2-piece molecular cluster, C2H3IN4 overall in a non-equilibrium geometry (ωB97M-V/def2-TZVPD, the Open Molecules 2025 dataset).

Atoms and positions in Å:
C1 -0.08 -0.05 -0.12
C2 4.07 -0.94 -0.24
N1 3.77 -3.08 0.72
N2 3.99 -2.05 0.35
N3 0.89 -0.18 -0.78
N4 -1.10 -0.23 0.62
I1 5.38 0.55 -0.05
H1 1.27 0.31 -1.60
H2 -1.73 -0.67 -0.08
H3 -1.44 0.27 1.46

As for the energy above the lowest of the compared OMol25 structures with the same formula, charge and spin: 46.1 kcal per mole. Its LUMO energy (alpha / beta) is -11.46 / -11.42 eV. The calculation puts the gap between HOMO and LUMO (alpha / beta) at 6.654 / 6.677 eV. Its net charge is +2.

Atomic partial charges in e from the Mulliken method, atoms 1 to 4: atom 1 (C): 0.417, atom 2 (C): -0.014, atom 3 (N): -0.251, atom 4 (N): 0.582


# C23H28N4O4S

One molecule with the formula C23H28N4O4S in a non-equilibrium geometry (ωB97M-V/def2-TZVPD, the Open Molecules 2025 dataset).

Atoms and positions in Å:
C1 -8.73 -1.35 -0.38
C2 -7.39 -0.70 -0.34
C3 -7.07 0.32 -1.23
C4 -5.83 0.93 -1.22
C5 -4.87 0.52 -0.30
C6 -5.19 -0.49 0.61
C7 -6.43 -1.11 0.60
C8 -6.73 -2.20 1.58
H1 -6.97 -3.12 1.06
H2 -7.59 -1.93 2.20
H3 -5.88 -2.37 2.23
H4 -4.44 -0.78 1.32
C9 -3.53 1.13 -0.21
O1 -2.88 1.14 0.83
N1 -3.04 1.67 -1.35
H5 -3.53 1.50 -2.22
C10 -1.79 2.39 -1.41
H6 -1.78 3.03 -2.29
H7 -1.70 3.00 -0.51
C11 -0.56 1.45 -1.49
O2 0.16 1.41 -2.46
N2 -0.43 0.72 -0.35
C12 0.51 -0.25 -0.05
C13 1.54 -0.61 -0.92
C14 2.44 -1.58 -0.53
C15 2.36 -2.21 0.69
C16 1.33 -1.85 1.56
C17 0.42 -0.88 1.19
H8 -0.38 -0.60 1.86
H9 1.25 -2.34 2.52
H10 3.09 -2.96 0.94
S1 3.78 -1.96 -1.65
O3 3.30 -2.15 -2.98
O4 4.60 -2.99 -1.07
N3 4.65 -0.51 -1.69
C18 4.92 0.22 -0.55
N4 4.74 1.47 -0.61
C19 5.07 2.33 0.49
C20 6.56 2.35 0.85
C21 7.00 1.16 1.69
C22 6.89 -0.18 0.97
H11 7.31 -0.96 1.61
H12 7.48 -0.15 0.05
C23 5.44 -0.57 0.62
H13 5.41 -1.63 0.37
H14 4.80 -0.38 1.49
H15 6.40 1.13 2.60
H16 8.04 1.31 1.99
H17 7.13 2.38 -0.08
H18 6.77 3.27 1.40
H19 4.76 3.34 0.18
H20 4.49 2.06 1.38
H21 4.34 0.07 -2.46
H22 1.63 -0.15 -1.89
H23 -1.16 0.87 0.35
H24 -5.64 1.74 -1.91
H25 -7.82 0.64 -1.94
H26 -9.35 -0.92 -1.16
H27 -8.64 -2.42 -0.55
H28 -9.25 -1.22 0.58

Its SMILES is Cc1ccc(C(=O)NCC(=O)Nc2cccc(S(=O)(=O)NC3=NCCCCC3)c2)cc1C. As for the energy above the lowest of the compared OMol25 structures with the same formula, charge and spin: 39.3 kcal per mole. Its LUMO energy is 0.38 eV. The calculation puts the gap between HOMO and LUMO at 9.162 eV.

Atomic partial charges in e from the Mulliken method, atoms 1 to 4: atom 1 (C): -1.524, atom 2 (C): 1.233, atom 3 (C): -1.002, atom 4 (C): -0.906


# C23H20BiCl2O4P

C23H20BiCl2O4P as an isolated structure in a non-equilibrium geometry (ωB97M-V/def2-TZVPD, the Open Molecules 2025 dataset).

Atoms and positions in Å:
C1 1.41 -2.32 2.45
C2 0.36 -1.44 2.75
C3 -0.86 -1.94 2.18
H1 0.45 -0.56 3.38
C4 -0.66 -3.18 1.65
C5 0.76 -3.63 1.89
H2 0.80 -4.46 2.61
H3 2.37 -2.38 2.96
H4 -1.80 -1.40 2.18
H5 -1.38 -3.82 1.15
Bi1 2.04 -2.08 0.02
Cl1 0.71 -2.50 -2.09
P1 0.05 0.44 -0.46
C6 -1.77 0.43 -0.38
C7 -2.56 1.50 0.09
H6 -2.10 2.41 0.48
C8 -3.95 1.39 0.07
H7 -4.55 2.21 0.47
C9 -4.57 0.26 -0.46
H8 -5.66 0.20 -0.50
C10 -3.79 -0.79 -0.94
H9 -4.26 -1.68 -1.35
C11 -2.40 -0.71 -0.90
H10 -1.78 -1.53 -1.29
C12 0.41 1.89 0.60
C13 -0.10 1.90 1.91
H11 -0.85 1.16 2.22
C14 0.35 2.86 2.82
H12 -0.01 2.82 3.86
C15 1.28 3.83 2.42
H13 1.65 4.55 3.15
C16 1.73 3.86 1.10
H14 2.45 4.61 0.78
C17 1.31 2.89 0.19
H15 1.69 2.89 -0.84
C18 0.34 1.13 -2.14
C19 -0.60 1.92 -2.83
H16 -1.56 2.17 -2.37
C20 -0.29 2.38 -4.12
H17 -1.02 3.01 -4.66
C21 0.92 2.04 -4.73
H18 1.14 2.38 -5.74
C22 1.85 1.25 -4.04
H19 2.79 0.96 -4.52
C23 1.58 0.84 -2.75
H20 2.33 0.25 -2.20
O1 3.14 -5.15 2.62
Cl2 3.90 -5.66 1.43
O2 4.27 -4.48 0.53
O3 3.09 -6.66 0.68
O4 1.38 -4.01 0.66

Its LUMO energy is -2.21 eV. The calculation puts the gap between HOMO and LUMO at 5.335 eV.

Atomic partial charges in e from the Mulliken method, atoms 1 to 4: atom 1 (C): -1.198, atom 2 (C): -0.351, atom 3 (C): -0.170, atom 4 (H): 0.580


# C4H7N3

A 2-piece molecular cluster, C4H7N3 overall in a non-equilibrium geometry (ωB97M-V/def2-TZVPD, the Open Molecules 2025 dataset).

Atoms and positions in Å:
C1 -2.43 -0.06 -0.25
C2 1.84 -1.12 -0.86
C3 -0.89 0.76 1.38
C4 0.69 -0.60 -1.58
N1 2.82 -1.64 -0.51
N2 -1.88 0.46 0.62
N3 -0.77 1.60 2.30
H1 -3.02 -0.40 -1.07
H2 0.19 -1.51 -2.02
H3 1.07 0.23 -2.39
H4 -0.04 -0.12 -0.83
H5 3.74 -1.79 -0.08
H6 0.10 1.86 2.80
H7 -1.40 2.33 2.50

As for the energy above the lowest of the compared OMol25 structures with the same formula, charge and spin: 38.9 kcal per mole. Its LUMO energy is -9.44 eV. The calculation puts the gap between HOMO and LUMO at 8.302 eV. Its net charge is +2.

Atomic partial charges in e from the Mulliken method, atoms 1 to 4: atom 1 (C): 0.144, atom 2 (C): 0.234, atom 3 (C): -0.030, atom 4 (C): 0.028


# C42H108N8O13

A 8-piece molecular cluster, C42H108N8O13 overall in a non-equilibrium geometry (ωB97M-V/def2-TZVPD, the Open Molecules 2025 dataset).

Atoms and positions in Å:
C1 17.19 -9.08 -21.48
O1 17.24 -8.65 -20.11
C2 18.36 -8.72 -19.44
C3 18.79 -10.22 -19.00
N1 20.04 -10.20 -18.18
C4 21.19 -9.93 -18.91
C5 22.34 -9.73 -17.93
O2 22.77 -11.02 -17.42
C6 24.14 -11.11 -16.85
H1 17.77 -8.49 -22.19
H2 16.16 -8.93 -21.80
H3 17.42 -10.13 -21.67
H4 18.31 -8.05 -18.58
H5 19.18 -8.47 -20.10
H6 18.74 -10.93 -19.83
H7 17.94 -10.55 -18.40
H8 20.15 -11.14 -17.84
H9 21.15 -9.01 -19.49
H10 21.46 -10.84 -19.46
H11 22.15 -9.03 -17.11
H12 23.09 -9.17 -18.49
H13 24.25 -10.27 -16.16
H14 24.94 -11.14 -17.58
H15 24.20 -11.96 -16.16
C7 13.09 -8.33 -16.68
O3 12.45 -7.84 -15.43
C8 11.25 -8.43 -14.99
C9 10.07 -8.55 -15.94
N2 9.45 -7.22 -16.16
C10 8.51 -7.30 -17.20
C11 7.56 -6.16 -17.11
O4 8.14 -5.09 -17.85
C12 7.30 -3.97 -18.28
H16 13.16 -9.42 -16.69
H17 14.13 -8.05 -16.53
H18 12.71 -8.16 -17.69
H19 10.91 -7.82 -14.15
H20 11.52 -9.39 -14.56
H21 9.30 -9.23 -15.57
H22 10.46 -9.07 -16.81
H23 10.09 -6.45 -16.27
H24 7.96 -8.22 -17.02
H25 9.02 -7.36 -18.16
H26 7.40 -5.82 -16.09
H27 6.58 -6.37 -17.53
H28 7.92 -3.08 -18.28
H29 6.39 -3.84 -17.69
H30 7.09 -4.19 -19.32
C13 22.26 -6.30 -16.11
O5 23.43 -6.82 -16.76
C14 24.51 -6.78 -15.91
C15 25.11 -5.34 -15.58
N3 25.50 -4.70 -16.82
C16 25.59 -3.24 -16.69
C17 24.19 -2.57 -16.78
O6 23.84 -2.14 -18.11
C18 22.45 -1.78 -18.10
H31 21.35 -6.79 -16.47
H32 22.29 -5.22 -16.27
H33 22.18 -6.49 -15.04
H34 25.34 -7.37 -16.32
H35 24.29 -7.22 -14.94
H36 25.98 -5.54 -14.96
H37 24.35 -4.81 -15.01
H38 24.85 -4.95 -17.55
H39 26.09 -2.78 -17.55
H40 26.25 -2.85 -15.92
H41 24.32 -1.71 -16.13
H42 23.49 -3.25 -16.30
H43 22.38 -0.87 -17.51
H44 21.69 -2.50 -17.81
H45 22.06 -1.58 -19.10
C19 15.07 -1.18 -20.70
O7 14.13 -0.12 -21.17
C20 14.20 0.00 -22.57
C21 13.32 1.05 -23.16
N4 13.42 0.95 -24.62
C22 12.63 1.99 -25.32
C23 13.10 3.46 -25.17
O8 13.93 3.78 -26.28
C24 15.25 3.25 -26.40
H46 15.15 -1.20 -19.62
H47 16.00 -0.66 -20.90
H48 15.07 -2.17 -21.15
H49 13.98 -0.95 -23.06
H50 15.25 0.13 -22.84
H51 13.62 2.02 -22.75
H52 12.27 0.99 -22.87
H53 14.34 1.01 -25.03
H54 11.66 2.03 -24.82
H55 12.43 1.80 -26.37
H56 13.73 3.62 -24.29
H57 12.29 4.18 -25.18
H58 15.78 3.36 -25.46
H59 15.58 3.65 -27.36
H60 15.04 2.20 -26.61
C25 20.09 -3.76 -14.38
O9 18.86 -4.51 -14.22
C26 17.85 -4.08 -15.17
C27 16.86 -3.07 -14.48
N5 16.06 -3.68 -13.39
C28 14.74 -4.17 -13.67
C29 14.01 -4.69 -12.44
O10 13.43 -3.75 -11.54
C30 12.15 -4.28 -11.02
H61 19.83 -2.70 -14.42
H62 20.68 -3.95 -15.28
H63 20.78 -3.97 -13.57
H64 17.31 -4.95 -15.54
H65 18.17 -3.57 -16.08
H66 16.15 -2.62 -15.17
H67 17.42 -2.33 -13.90
H68 16.50 -4.54 -13.10
H69 14.88 -5.01 -14.35
H70 14.20 -3.33 -14.12
H71 14.50 -5.42 -11.80
H72 13.22 -5.23 -12.97
H73 11.58 -3.53 -10.47
H74 12.38 -5.12 -10.38
H75 11.46 -4.68 -11.76
C31 18.71 -2.97 -20.90
C32 19.00 -4.01 -19.84
C33 17.90 -5.04 -19.54
O11 16.86 -4.57 -18.67
C34 16.11 -5.79 -18.24
N6 20.27 -4.68 -20.23
H76 18.76 -3.38 -21.91
H77 19.35 -2.09 -20.79
H78 17.75 -2.44 -20.92
H79 19.12 -3.37 -18.97
H80 18.28 -5.98 -19.14
H81 17.34 -5.17 -20.47
H82 15.25 -5.60 -17.60
H83 16.72 -6.51 -17.70
H84 15.67 -6.56 -18.88
H85 20.23 -5.49 -20.82
H86 20.93 -4.00 -20.58
C35 17.58 -0.56 -24.22
C36 18.88 -0.50 -25.09
C37 18.67 -0.51 -26.63
O12 18.05 -1.66 -27.14
C38 18.82 -2.81 -27.35
N7 19.53 0.76 -24.71
H87 17.01 0.34 -24.45
H88 17.83 -0.59 -23.16
H89 17.07 -1.49 -24.46
H90 19.46 -1.35 -24.74
H91 19.46 -0.13 -27.27
H92 17.95 0.30 -26.75
H93 19.28 -3.16 -26.43
H94 19.58 -2.52 -28.07
H95 18.11 -3.55 -27.74
H96 20.30 0.99 -25.32
H97 19.85 0.63 -23.77
C39 22.61 -3.36 -23.25
C40 23.76 -2.53 -22.58
C41 23.68 -0.99 -22.80
O13 23.47 -0.64 -24.19
C42 24.68 -0.35 -24.91
N8 23.53 -2.73 -21.15
H98 21.67 -2.85 -23.04
H99 22.65 -4.39 -22.89
H100 22.81 -3.30 -24.32
H101 24.70 -3.03 -22.79
H102 24.60 -0.46 -22.53
H103 22.83 -0.51 -22.31
H104 24.75 0.44 -25.66
H105 24.88 -1.26 -25.47
H106 25.60 -0.14 -24.36
H107 24.25 -2.55 -20.46
H108 23.44 -3.74 -21.09

As for the spin multiplicity: 2. As for the energy above the lowest of the compared OMol25 structures with the same formula, charge and spin: 126.0 kcal per mole. Its LUMO energy (alpha / beta) is -2.31 / -7.96 eV. The calculation puts the gap between HOMO and LUMO (alpha / beta) at 6.950 / 1.300 eV. Its net charge is +1. The expectation value of S² is 0.76.

Atomic partial charges in e from the Mulliken method, atoms 1 to 4: atom 1 (C): -0.838, atom 2 (O): -0.293, atom 3 (C): -0.191, atom 4 (C): -1.075